(1)
Below is 2 unconnected molecules or ions with the total composition C4H12 in a non-equilibrium geometry, with properties calculated with ωB97M-V with the def2-TZVPD basis set.

Calculated values
* structure (SMILES): CC.CC
* orbital gap: 12.6 eV
* energy relative to the best compared isomer or geometry (same formula, charge and spin): 14.9 kcal/mol

XYZ file:
```
16
C4H12 (ωB97M-V with the def2-TZVPD basis set)
C -1.2720 -2.5259 0.2478
C -0.2803 -1.8856 1.1858
H -2.3254 -2.3784 0.4619
H -1.0657 -2.1145 -0.7558
H -1.2520 -3.6212 0.2178
H -0.5426 -0.8026 1.3295
H 0.6704 -1.8819 0.6368
H -0.0089 -2.4393 2.1337
C 0.6031 2.7739 -0.2613
C 0.9482 1.6106 -1.2255
H -0.1221 2.3587 0.4528
H 1.4169 3.1252 0.3653
H 0.0736 3.6568 -0.5595
H 2.0307 1.5377 -1.0855
H 0.6632 1.8828 -2.2475
H 0.4629 0.7038 -0.8965
```

Atom charges from the Löwdin analysis, given in e for atoms 1 to 5:
1. C -0.20
2. C -0.19
3. H 0.05
4. H 0.07
5. H 0.06

(2)
Below is 2 unconnected molecules or ions with the total composition C4H12 in a non-equilibrium geometry, with properties calculated with ωB97M-V with the def2-TZVPD basis set.

Calculated values
* structure (SMILES): CC.CC
* orbital gap: 12.5 eV
* energy relative to the best compared isomer or geometry (same formula, charge and spin): 13.0 kcal/mol

XYZ file:
```
16
C4H12 (ωB97M-V with the def2-TZVPD basis set)
C 0.1790 2.7090 -1.5787
C -0.0553 1.5542 -0.5794
H 1.2118 2.7392 -1.9294
H -0.4038 2.5466 -2.4906
H -0.1035 3.6172 -1.0379
H 0.9318 1.3065 -0.0450
H -0.6917 1.5293 0.2979
H -0.3326 0.6480 -1.1532
C -0.0058 -1.6962 1.7260
C -0.1537 -2.4401 0.3533
H -0.7140 -2.1066 2.4350
H 0.9682 -1.9705 2.1400
H -0.1908 -0.6254 1.6579
H 0.3675 -1.9186 -0.4435
H -1.2243 -2.4561 0.1063
H 0.2173 -3.4364 0.5414
```

Atom charges from the Löwdin analysis, given in e for atoms 1 to 5:
1. C -0.16
2. C -0.19
3. H 0.06
4. H 0.06
5. H 0.06

(3)
Below is 2 unconnected molecules or ions with the total composition C4H12 in a non-equilibrium geometry, with properties calculated with ωB97M-V with the def2-TZVPD basis set.

Calculated values
* structure (SMILES): CC.CC
* orbital gap: 12.7 eV
* energy relative to the best compared isomer or geometry (same formula, charge and spin): 8.3 kcal/mol

XYZ file:
```
16
C4H12 (ωB97M-V with the def2-TZVPD basis set)
C -0.1655 1.7495 0.9209
C 1.3398 1.6568 0.6178
H -0.6861 1.6008 -0.0220
H -0.4224 0.8443 1.4806
H -0.3884 2.5668 1.5927
H 1.8963 1.2161 1.4496
H 1.7822 2.6482 0.5273
H 1.5680 1.0099 -0.2266
C 0.0522 -1.9872 -1.0541
C -1.2329 -1.3859 -0.4646
H 0.8496 -1.2608 -1.1616
H 0.3722 -2.8400 -0.4517
H -0.2147 -2.4432 -2.0067
H -1.0364 -0.8613 0.4244
H -1.6776 -0.7621 -1.2332
H -1.9508 -2.1661 -0.2084
```

Atom charges from the Löwdin analysis, given in e for atoms 1 to 5:
1. C -0.16
2. C -0.17
3. H 0.06
4. H 0.04
5. H 0.06

(4)
Below is 2 unconnected molecules or ions with the total composition C4H12 in a non-equilibrium geometry, with properties calculated with ωB97M-V with the def2-TZVPD basis set.

Calculated values
* structure (SMILES): CC.CC
* orbital gap: 12.0 eV
* energy relative to the best compared isomer or geometry (same formula, charge and spin): 34.8 kcal/mol

XYZ file:
```
16
C4H12 (ωB97M-V with the def2-TZVPD basis set)
C 0.5502 0.5323 1.4052
C -0.7282 0.0848 2.1417
H 1.4305 0.8460 2.0285
H 1.2262 -0.1632 0.8513
H 0.2448 1.4952 0.7500
H -0.8432 -0.8637 2.6834
H -1.5947 -0.0732 1.3045
H -1.3169 0.7416 2.6625
C -0.4903 -0.7837 -1.5541
C 0.7022 0.1286 -1.9862
H -1.2248 -0.1400 -1.0172
H -0.9614 -1.2753 -2.3536
H -0.1726 -1.4885 -0.8070
H 0.6677 0.2732 -3.0856
H 1.6654 -0.2871 -1.5562
H 0.6755 1.1624 -1.5006
```

Atom charges from the Löwdin analysis, given in e for atoms 1 to 5:
1. C -0.19
2. C -0.17
3. H 0.06
4. H 0.05
5. H 0.11

(5)
Below is 2 unconnected molecules or ions with the total composition C4H12 in a non-equilibrium geometry, with properties calculated with ωB97M-V with the def2-TZVPD basis set.

Calculated values
* structure (SMILES): CC.CC
* orbital gap: 12.3 eV
* energy relative to the best compared isomer or geometry (same formula, charge and spin): 32.9 kcal/mol

XYZ file:
```
16
C4H12 (ωB97M-V with the def2-TZVPD basis set)
C 0.1825 -0.0016 -1.7523
C 1.6810 0.0068 -1.9936
H -0.3630 0.4240 -2.6428
H -0.2630 -0.9703 -1.4701
H -0.0549 0.7505 -0.9277
H 2.0752 -0.4619 -2.9023
H 2.0323 1.0766 -1.8735
H 2.1868 -0.3931 -1.1154
C -0.9155 0.3161 1.1503
C -0.9645 -0.3682 2.5407
H -1.4064 -0.2268 0.5454
H -1.5539 1.2797 1.2148
H 0.0154 0.5132 0.7001
H -1.5357 -1.2641 2.5867
H -1.1431 0.1700 3.4545
H 0.1096 -0.6164 2.7594
```

Atom charges from the Löwdin analysis, given in e for atoms 1 to 5:
1. C -0.20
2. C -0.18
3. H 0.08
4. H 0.07
5. H 0.05

(6)
Below is 2 unconnected molecules or ions with the total composition C4H12 in a non-equilibrium geometry, with properties calculated with ωB97M-V with the def2-TZVPD basis set.

Calculated values
* structure (SMILES): CC.CC
* orbital gap: 12.3 eV
* energy relative to the best compared isomer or geometry (same formula, charge and spin): 23.9 kcal/mol

XYZ file:
```
16
C4H12 (ωB97M-V with the def2-TZVPD basis set)
C 2.1741 -0.5310 0.1921
C 1.5434 -1.0216 1.5568
H 1.9702 -1.3906 -0.5079
H 1.6906 0.4256 -0.0565
H 3.1993 -0.4270 0.2326
H 0.3920 -0.8871 1.7633
H 2.1546 -0.4083 2.3092
H 1.9315 -1.9805 1.8717
C -1.5280 1.1728 -0.3402
C -2.3673 0.4066 -1.4461
H -1.7851 0.8883 0.7148
H -0.3927 0.8978 -0.4377
H -1.4316 2.1980 -0.6348
H -1.8945 0.6044 -2.4221
H -2.2509 -0.6609 -1.3508
H -3.4055 0.7135 -1.4443
```

Atom charges from the Löwdin analysis, given in e for atoms 1 to 5:
1. C -0.16
2. C -0.18
3. H 0.08
4. H 0.04
5. H 0.02

(7)
Below is 2 unconnected molecules or ions with the total composition C4H12 in a non-equilibrium geometry, with properties calculated with ωB97M-V with the def2-TZVPD basis set.

Calculated values
* structure (SMILES): CC.CC
* orbital gap: 12.6 eV
* energy relative to the best compared isomer or geometry (same formula, charge and spin): 30.0 kcal/mol

XYZ file:
```
16
C4H12 (ωB97M-V with the def2-TZVPD basis set)
C 0.6454 0.6965 3.1169
C 0.0054 0.0444 1.8719
H 0.2477 1.5841 3.4373
H 0.4261 -0.0567 3.8581
H 1.6619 0.9901 3.0718
H 0.8373 -0.7414 1.5035
H -1.0246 -0.4305 1.9051
H -0.0801 0.8185 1.0444
C 0.4532 -0.3501 -2.3494
C -1.1182 -0.3574 -2.6047
H 0.6271 -1.4712 -2.0716
H 0.9835 -0.2889 -3.3669
H 0.8490 0.4092 -1.7574
H -1.5245 -1.2578 -3.0871
H -1.3803 0.5318 -3.2209
H -1.5378 -0.2874 -1.5246
```

Atom charges from the Löwdin analysis, given in e for atoms 1 to 5:
1. C -0.18
2. C -0.18
3. H 0.02
4. H 0.06
5. H 0.05

(8)
Below is 2 unconnected molecules or ions with the total composition C4H12 in a non-equilibrium geometry, with properties calculated with ωB97M-V with the def2-TZVPD basis set.

Calculated values
* structure (SMILES): CC.CC
* orbital gap: 12.0 eV
* energy relative to the best compared isomer or geometry (same formula, charge and spin): 26.6 kcal/mol

XYZ file:
```
16
C4H12 (ωB97M-V with the def2-TZVPD basis set)
C -1.1665 0.7702 -1.5176
C -1.2293 -0.6212 -1.9976
H -0.1766 1.2473 -1.5418
H -1.7223 1.3533 -2.3161
H -1.6164 0.8598 -0.4649
H -2.0262 -1.0701 -2.4812
H -1.1205 -1.2630 -1.1230
H -0.3060 -0.6858 -2.7588
C 0.6900 -0.0298 1.2102
C 1.6849 -0.1623 2.3387
H -0.0658 0.5913 1.6281
H 1.0972 0.5557 0.3420
H 0.2281 -0.9887 0.8799
H 2.0945 0.9268 2.4928
H 2.5212 -0.7347 1.8828
H 1.2179 -0.5331 3.2575
```

Atom charges from the Löwdin analysis, given in e for atoms 1 to 5:
1. C -0.22
2. C -0.20
3. H 0.06
4. H 0.08
5. H 0.09

(9)
Below is 2 unconnected molecules or ions with the total composition C4H12 in a non-equilibrium geometry, with properties calculated with ωB97M-V with the def2-TZVPD basis set.

Calculated values
* structure (SMILES): CC.CC
* orbital gap: 12.8 eV
* energy relative to the best compared isomer or geometry (same formula, charge and spin): 6.7 kcal/mol

XYZ file:
```
16
C4H12 (ωB97M-V with the def2-TZVPD basis set)
C 0.0057 -0.2386 1.9563
C 1.1859 -1.2013 2.1309
H 0.3997 0.7709 2.0385
H -0.5514 -0.4153 1.0421
H -0.7657 -0.3162 2.7285
H 0.9090 -2.1609 2.5631
H 1.6202 -1.4200 1.1578
H 1.9588 -0.7383 2.7411
C -1.1984 1.1651 -2.1829
C 0.0186 0.2741 -1.8613
H -2.1028 0.5710 -2.2585
H -1.3215 1.9048 -1.3896
H -1.0070 1.7332 -3.0909
H -0.0854 -0.1135 -0.8588
H 0.9353 0.7704 -2.1733
H -0.0009 -0.5856 -2.5430
```

Atom charges from the Löwdin analysis, given in e for atoms 1 to 5:
1. C -0.17
2. C -0.16
3. H 0.06
4. H 0.03
5. H 0.06

(10)
Below is 2 unconnected molecules or ions with the total composition C4H12 in a non-equilibrium geometry, with properties calculated with ωB97M-V with the def2-TZVPD basis set.

Calculated values
* structure (SMILES): CC.CC
* orbital gap: 12.6 eV
* energy relative to the best compared isomer or geometry (same formula, charge and spin): 8.4 kcal/mol

XYZ file:
```
16
C4H12 (ωB97M-V with the def2-TZVPD basis set)
C -2.7835 0.8262 -0.1011
C -1.7130 -0.1114 0.4811
H -2.4256 1.8493 -0.1035
H -3.0648 0.6037 -1.1351
H -3.7205 0.7708 0.4473
H -1.5278 -0.9843 -0.1435
H -0.8225 0.4649 0.7103
H -2.1111 -0.5681 1.3869
C 2.6676 0.0305 -0.7096
C 1.7931 -0.7299 0.2890
H 2.5080 -0.2963 -1.7331
H 2.5713 1.1165 -0.6746
H 3.7181 -0.1133 -0.4471
H 2.3787 -1.5698 0.6600
H 0.8817 -1.1023 -0.1546
H 1.6502 -0.1863 1.2275
```

Atom charges from the Löwdin analysis, given in e for atoms 1 to 5:
1. C -0.17
2. C -0.17
3. H 0.05
4. H 0.06
5. H 0.06

(11)
Below is 2 unconnected molecules or ions with the total composition C4H12 in a non-equilibrium geometry, with properties calculated with ωB97M-V with the def2-TZVPD basis set.

Calculated values
* structure (SMILES): CC.CC
* orbital gap: 12.5 eV
* energy relative to the best compared isomer or geometry (same formula, charge and spin): 10.1 kcal/mol

XYZ file:
```
16
C4H12 (ωB97M-V with the def2-TZVPD basis set)
C 0.3881 1.3554 -2.3727
C 0.5135 2.1876 -1.1072
H -0.5868 1.0625 -2.7493
H 0.8792 1.8542 -3.2144
H 0.9867 0.4488 -2.2310
H -0.2054 1.9139 -0.3371
H 1.4673 2.2560 -0.5696
H 0.4651 3.2645 -1.3259
C -0.5009 -2.4162 1.3401
C -0.5029 -1.1319 2.1660
H 0.1866 -3.1517 1.7690
H -1.4790 -2.9030 1.3825
H -0.1917 -2.2924 0.3054
H -0.9663 -1.3591 3.1181
H -0.9870 -0.3032 1.6484
H 0.5334 -0.7853 2.1777
```

Atom charges from the Löwdin analysis, given in e for atoms 1 to 5:
1. C -0.17
2. C -0.18
3. H 0.06
4. H 0.06
5. H 0.06

(12)
Below is 2 unconnected molecules or ions with the total composition C4H12 in a non-equilibrium geometry, with properties calculated with ωB97M-V with the def2-TZVPD basis set.

Calculated values
* structure (SMILES): CC.CC
* orbital gap: 12.3 eV
* energy relative to the best compared isomer or geometry (same formula, charge and spin): 18.8 kcal/mol

XYZ file:
```
16
C4H12 (ωB97M-V with the def2-TZVPD basis set)
C 0.9081 0.6761 1.3477
C 2.2679 0.9510 2.0231
H 1.1662 0.6409 0.2747
H 0.5579 -0.2648 1.7702
H 0.1489 1.4434 1.4355
H 2.2171 1.6688 2.8591
H 2.8991 0.1199 2.3340
H 2.8972 1.3638 1.2307
C -1.1618 -0.2406 -1.5514
C -2.0848 -1.4397 -1.8365
H -1.7882 0.4667 -0.9825
H -0.3919 -0.3551 -0.8032
H -0.9343 0.2605 -2.4880
H -2.3465 -1.3932 -2.8909
H -2.8817 -1.5576 -1.1136
H -1.4731 -2.3401 -1.6092
```

Atom charges from the Löwdin analysis, given in e for atoms 1 to 5:
1. C -0.17
2. C -0.18
3. H 0.05
4. H 0.06
5. H 0.06

energy relative to the best compared isomer or geometry (same formula, charge and spin) of number 6 (C4H12)?
23.9 kcal/mol

Look up the energy relative to the best compared isomer or geometry (same formula, charge and spin) of the eighth one.
26.6 kcal/mol

Which formula does entry 3 have?
C4H12

What is the energy relative to the best compared isomer or geometry (same formula, charge and spin) in the ninth record?
6.7 kcal/mol